This record from OMol25 describes a molecular structure, C22H21BrN6O6Pt. The level of theory is ωB97M-V/def2-TZVPD.

Computed properties:
E_tot = -4323.48438 Ha
energy relative to the best compared isomer or geometry (same formula, charge and spin) = 1.4 kcal/mol
Kohn-Sham gap (alpha / beta) = 5.6 / 4.9 eV
max |F| = 4.24 eV/Å

Structure (ORCA input):
```
! RIJCOSX wB97M-V def2-TZVPD def2/J DEFGRID3
* xyz 2 5
Pt 0.16119 0.46988 -0.03679
Br 1.44344 -5.02781 5.14566
C 0.90590 -3.76406 3.86678
C -0.32909 -3.93874 3.21459
C -0.82586 -2.91547 2.36319
C -0.03547 -1.83600 2.04239
C 1.31546 -1.76230 2.48922
C 1.67114 -2.66046 3.47462
N -0.68760 -0.73087 1.39004
C -2.03195 -0.66556 1.53785
C -2.67860 0.25434 0.65001
C -4.02419 0.63660 0.75056
C -4.53290 1.45200 -0.22911
C -3.63117 2.03317 -1.21715
C -2.28736 1.67886 -1.16470
N -1.81018 0.90316 -0.19166
H -0.99560 -4.74756 3.46214
H -1.82640 -3.04019 1.82716
H 2.01576 -1.09013 2.02326
H 2.65861 -2.51259 3.95950
H -2.64466 -1.16821 2.31319
H -4.63313 0.38880 1.62517
H -5.61621 1.70472 -0.30714
H -4.09724 2.71776 -1.87679
H -1.53829 2.07677 -1.87546
C -1.37483 -1.08032 -3.19245
C -0.13934 -1.50963 -2.59210
N 0.42018 -1.04952 -1.48288
C 1.73742 -1.57068 -1.44447
C 1.83774 -2.50880 -2.42097
N 0.69183 -2.44296 -3.14064
C 2.94242 -3.42297 -2.78574
O 4.05133 -3.43211 -2.05689
O 2.79237 -4.17238 -3.75989
C 2.70370 -1.00960 -0.50680
O 3.84061 -1.45848 -0.32318
O 2.21335 -0.01529 0.25509
H -1.19820 -0.74099 -4.23420
H -1.83947 -0.24072 -2.64676
H -2.05449 -1.99088 -3.18040
H 0.53770 -2.79827 -4.06144
H 4.14081 -2.68780 -1.32084
C 0.94368 4.58025 1.64367
C 0.78623 3.32488 0.82420
N 0.32661 2.17543 1.26700
O -0.05386 2.22373 2.60023
C 1.04325 3.21260 -0.59698
C 1.29501 4.32365 -1.56391
N 0.87469 1.98788 -1.13177
O 0.81434 1.96428 -2.36194
H 1.84503 5.14432 1.49429
H 0.83244 4.40939 2.73094
H 0.11514 5.20641 1.28300
H -0.04646 1.30805 2.95532
H 0.58631 4.19152 -2.42574
H 2.36535 4.30926 -1.95185
H 1.02351 5.31361 -1.10842
*
```

***

This record from OMol25 describes 8 unconnected molecules or ions with the total composition C27H67N3O8. The level of theory is ωB97M-V/def2-TZVPD.

Computed properties:
E_tot = -1834.66169 Ha
Kohn-Sham gap (alpha / beta) = 7.1 / 3.1 eV
max |F| = 3.26 eV/Å

Structure (ORCA input):
```
! RIJCOSX wB97M-V def2-TZVPD def2/J DEFGRID3
* xyz 1 2
C -2.37974 -2.48316 -1.47168
C -0.85461 -2.12149 -1.49323
C -0.51670 -1.26466 -0.21419
C -0.31653 -2.18980 1.04215
C 0.84783 -3.12093 0.80539
C 0.63736 -4.04318 -0.49549
N 0.13384 -3.20820 -1.59377
O -0.08626 -4.01214 -2.72887
C 1.96320 -4.70745 -0.96941
C -0.38980 -5.14994 -0.13395
C -0.69655 -1.09422 -2.68223
H -3.06726 -1.65546 -1.64580
H -2.71288 -2.97359 -0.55703
H -2.59228 -3.32178 -2.13472
H 0.27790 -0.52476 -0.31048
H -1.40216 -0.66999 0.01039
H -1.18950 -2.78083 1.31911
H -0.07216 -1.57409 1.90776
H 1.09105 -3.74187 1.66758
H 1.79939 -2.59840 0.70733
H 2.58257 -3.89911 -1.35807
H 2.52576 -5.06289 -0.10611
H 1.81285 -5.44470 -1.75806
H 0.09203 -5.81244 0.58509
H -1.31015 -4.66706 0.19452
H -0.50507 -5.80666 -0.99624
H -1.54794 -0.41606 -2.73990
H -0.70293 -1.59399 -3.65088
H 0.25171 -0.56032 -2.62007
H 0.52971 -3.63985 -3.36415
C -3.52736 2.60425 3.21963
C -4.07780 1.97640 1.87577
C -3.34830 0.60613 1.62912
C -4.07972 -0.59435 2.28823
C -5.54294 -0.57627 1.71156
C -6.31028 0.70483 2.12995
N -5.50505 1.90782 1.73992
O -6.17029 3.11258 2.00025
C -7.55289 0.71777 1.23441
C -6.64838 0.67975 3.66979
C -3.73625 2.88389 0.64579
H -3.19392 3.63450 3.09513
H -2.78346 2.02503 3.76663
H -4.34128 2.82796 3.90927
H -3.20061 0.40899 0.56732
H -2.40726 0.75284 2.15924
H -4.07395 -0.56064 3.37770
H -3.52671 -1.52458 2.15806
H -6.07362 -1.43119 2.13061
H -5.41294 -0.68616 0.63494
H -8.07027 1.67694 1.25456
H -7.54009 0.33091 0.21545
H -8.31533 0.06098 1.65323
H -5.71730 0.69709 4.23627
H -7.29345 1.53286 3.88000
H -7.21963 -0.20690 3.94478
H -4.07151 2.56278 -0.34041
H -2.65052 2.84884 0.55601
H -4.07821 3.91504 0.73470
H -6.88836 3.03716 1.36756
C 5.46278 2.36390 -1.36292
C 4.94869 0.89903 -0.96507
C 3.83347 0.54298 -1.99896
C 3.53460 -0.95576 -2.07790
C 4.83348 -1.76278 -2.32016
C 5.91468 -1.51787 -1.21031
N 6.11012 -0.05164 -1.12225
O 7.15747 0.35301 -0.29266
C 5.44088 -2.16026 0.08624
C 7.21871 -2.21438 -1.71611
C 4.34228 0.90690 0.48505
H 5.93595 2.42071 -2.34321
H 6.29460 2.64850 -0.71857
H 4.64266 3.06535 -1.51612
H 2.90487 1.01658 -1.68038
H 4.06337 0.90009 -3.00281
H 2.76198 -1.07933 -2.83677
H 3.02412 -1.34095 -1.19521
H 5.27172 -1.40368 -3.25134
H 4.52537 -2.79599 -2.48025
H 4.41737 -1.95503 0.39992
H 5.48183 -3.24729 0.01700
H 6.05700 -1.94469 0.95919
H 8.11538 -2.20850 -1.09640
H 6.93822 -3.20552 -2.07258
H 7.64577 -1.69345 -2.57306
H 3.79992 1.84714 0.58456
H 5.14352 1.01199 1.21654
H 3.61749 0.10715 0.63729
H 6.84098 -0.02381 0.53163
O 0.70348 3.05559 -0.58242
H 0.91095 2.30000 -0.03263
H 0.13778 3.60157 -0.03641
O 1.73934 4.17967 -2.91999
H 0.89590 4.56169 -3.16270
H 1.55586 3.67782 -2.12582
O -2.50293 5.15875 -1.87136
H -1.75598 4.99365 -1.29600
H -3.03794 5.79294 -1.39408
O 0.99491 5.44431 0.85876
H 1.94933 5.46124 0.78783
H 0.69961 6.15888 0.29447
O -0.08735 3.54791 2.42320
H 0.40949 4.24787 1.99960
H 0.26287 3.50974 3.31321
*
```

***

This record from OMol25 describes a single CH5ClN2O molecule. The level of theory is ωB97M-V/def2-TZVPD.

Computed properties:
E_tot = -685.94914 Ha
energy relative to the best compared isomer or geometry (same formula, charge and spin) = 25.8 kcal/mol
Kohn-Sham gap = 9.6 eV
max |F| = 4.28 eV/Å
SMILES string = OCNNCl

Structure (ORCA input):
```
! RIJCOSX wB97M-V def2-TZVPD def2/J DEFGRID3
* xyz 0 1
C -1.05252 0.13534 0.30109
N 0.12366 -0.88749 -0.47970
N 1.33397 -0.95513 -0.01813
O -1.15964 1.26989 -0.43568
Cl 2.30927 0.68506 -0.05145
H -1.97780 -0.42694 0.27126
H -0.63656 0.25485 1.30574
H 0.06168 -0.70209 -1.47769
H 1.33542 -1.15737 0.98175
H -0.33748 1.78388 -0.39718
*
```